This record from the OMol25 dataset describes a structure of composition C40H51GeN5O4PdSi2. The level of theory is the ωB97M-V functional and the def2-TZVPD basis.

Calculated values
- Lowest unoccupied orbital energy: 3.8 eV
- Energy relative to the best compared isomer or geometry (same formula, charge and spin): 32.5 kJ/mol
- Total charge: -2
- Spin multiplicity: 1
- Kohn-Sham gap: 4.42 eV

XYZ file:
```
104
Properties=species:S:1:pos:R:3:forces:R:3:lowdin_charge:R:1
Pd 0.6557 -2.2151 -0.5098 -0.02 -0.24 0.30 0.4492
C -1.7237 -1.8610 3.6987 -0.10 -0.13 -0.10 -0.1915
Si -1.0476 -1.6704 1.9139 0.07 0.26 0.14 0.4153
C 0.1178 -0.2003 2.1740 -0.03 0.01 0.06 -0.1861
C -2.4800 -0.9581 0.9009 0.06 0.09 0.02 -0.1762
C -0.2647 -3.1857 1.2548 0.00 0.15 -0.31 -0.4275
C -1.0548 -4.3642 1.0239 -0.04 -0.04 0.09 -0.3661
C -2.4605 -4.4372 1.2627 0.08 -0.01 -0.06 -0.0575
C -3.1637 -5.5867 1.0095 0.00 -0.02 -0.01 -0.1189
C -2.4948 -6.7194 0.5380 -0.03 0.02 0.02 -0.1339
C -1.1241 -6.5981 0.3875 0.03 -0.03 -0.03 -0.1905
N -0.4222 -5.5001 0.6200 -0.04 -0.04 -0.01 0.0781
Si 1.5595 -3.5347 1.4542 0.26 -0.02 0.48 0.3623
C 2.7745 -2.1303 1.9590 0.00 -0.03 0.00 -0.2198
C 1.6665 -4.4863 3.1396 -0.10 -0.12 -0.10 -0.2113
C 2.5780 -4.7884 0.4117 0.09 -0.04 -0.06 -0.2271
H -2.0829 -0.8984 4.0777 -0.01 0.02 0.00 0.0085
H -0.9158 -2.2061 4.3503 0.02 0.01 0.02 0.0104
H -2.5410 -2.5829 3.7825 0.00 -0.01 0.00 0.0069
H -0.5100 0.6883 2.3050 0.03 -0.03 -0.01 0.0019
H 0.7900 -0.0368 1.3334 0.00 0.00 -0.06 -0.0038
H 0.7176 -0.3181 3.0803 0.01 0.00 0.00 0.0197
H -2.7521 0.0108 1.3386 -0.05 -0.01 0.00 0.0167
H -3.3783 -1.5754 0.8775 -0.03 -0.06 -0.01 0.0119
H -2.1528 -0.7864 -0.1282 0.03 -0.04 0.00 0.0094
H -2.9787 -3.5722 1.6452 -0.05 0.09 0.00 0.0634
H -4.2358 -5.6065 1.1819 0.00 -0.02 -0.01 0.0880
H -3.0039 -7.6465 0.3088 -0.01 0.00 0.01 0.0685
H -0.5457 -7.4592 0.0532 0.01 -0.01 0.00 0.0882
H 2.4678 -1.6973 2.9142 -0.02 -0.01 0.01 0.0064
H 2.8690 -1.3111 1.2450 0.02 -0.02 -0.04 -0.0077
H 3.7608 -2.5833 2.1247 0.01 0.01 -0.03 0.0144
H 1.2191 -3.8734 3.9287 0.02 0.02 0.02 0.0051
H 2.6933 -4.7334 3.4360 0.02 0.01 -0.02 0.0062
H 1.0939 -5.4178 3.0819 0.00 0.00 0.01 0.0085
H 2.5153 -4.6321 -0.6675 -0.04 -0.01 -0.02 -0.0056
H 2.1969 -5.7894 0.6153 -0.02 0.02 0.00 0.0068
H 3.6285 -4.7560 0.7408 0.02 0.03 0.00 0.0089
N 5.6601 -3.8351 -1.4758 0.05 0.03 0.03 0.1843
C 5.7276 -2.7445 -2.2776 0.03 0.11 -0.12 -0.5003
O 6.7500 -2.4522 -2.8867 -0.10 -0.05 0.12 0.0189
C 4.4751 -1.9328 -2.4075 0.12 -0.09 0.03 -0.1325
C 4.3774 -1.0056 -3.4404 -0.02 -0.04 -0.03 -0.0278
C 3.2020 -0.2916 -3.5686 0.00 0.02 -0.01 -0.0514
C 2.1556 -0.5296 -2.6821 0.00 0.02 0.10 -0.1157
N 2.2481 -1.4050 -1.6725 0.14 0.09 -0.17 -0.0107
C 3.4061 -2.0673 -1.5353 -0.11 0.08 0.00 -0.0965
H 6.5106 -4.3463 -1.3212 -0.02 -0.02 -0.02 0.1059
H 4.8281 -4.1064 -0.9787 -0.05 -0.01 0.02 0.0595
H 5.2184 -0.8741 -4.1083 0.00 0.01 -0.01 0.1113
H 3.0712 0.4475 -4.3486 -0.01 -0.01 0.00 0.1051
H 1.2018 -0.0251 -2.7577 -0.08 0.00 -0.06 0.0769
H 3.4385 -2.7080 -0.6674 0.09 -0.03 0.02 0.0611
N 1.5871 -3.6747 -4.1046 -0.01 -0.01 0.03 0.1311
C 0.3500 -3.0588 -3.8399 0.00 0.09 0.03 -0.6945
N 0.0409 -2.0163 -4.6722 -0.08 0.04 0.02 0.1599
O -0.3831 -3.4826 -2.9740 -0.23 -0.14 -0.16 0.0122
H 2.3343 -3.0316 -4.3293 0.02 0.00 0.01 0.0578
H 1.8252 -4.2669 -3.3197 0.02 0.03 -0.03 0.0800
H 0.7925 -1.6281 -5.2176 -0.01 0.04 0.03 0.0785
H -0.5982 -1.3002 -4.3172 0.21 -0.06 0.01 0.0707
O -0.8437 0.7531 -4.1370 0.02 0.05 -0.14 -0.0759
C -1.0342 0.9656 -2.9148 -0.10 -0.15 -0.03 -0.7085
O -0.7079 0.2231 -1.9661 0.02 0.07 0.04 -0.0859
C -1.7000 2.3129 -2.5562 -0.03 0.16 -0.01 -0.1863
C -2.3151 2.3447 -1.1493 0.01 -0.08 0.01 -0.2570
Ge -1.6877 3.7844 -0.0096 -0.06 -0.07 -0.08 1.0082
C -2.3022 5.5350 -0.6727 0.03 0.02 0.00 -0.2519
C -2.7073 5.7018 -1.9974 0.00 0.03 0.01 -0.0928
C -3.1348 6.9374 -2.4678 0.01 -0.02 -0.01 -0.0994
C -3.1659 8.0342 -1.6184 -0.01 0.02 -0.01 -0.1154
C -2.7721 7.8873 -0.2956 0.00 -0.01 0.00 -0.1055
C -2.3487 6.6484 0.1673 0.01 0.01 0.04 -0.1220
C 0.2561 3.7467 0.1129 0.04 0.06 0.01 -0.2650
C 0.9462 2.5680 -0.1696 0.02 -0.03 0.02 -0.0793
C 2.3244 2.5030 0.0094 -0.04 -0.02 -0.02 -0.0707
C 3.0244 3.6121 0.4577 0.02 0.01 0.02 -0.1014
C 2.3486 4.7951 0.7317 0.00 -0.01 -0.01 -0.1099
C 0.9733 4.8562 0.5632 0.00 0.02 -0.03 -0.1163
C -2.3782 3.6561 1.8195 -0.07 0.00 0.02 -0.2623
C -3.7071 3.9728 2.1042 -0.02 0.01 0.01 -0.1164
C -4.2199 3.8329 3.3860 0.02 -0.01 0.00 -0.1051
C -3.4052 3.3672 4.4100 -0.01 0.01 0.00 -0.1075
C -2.0822 3.0474 4.1447 0.00 0.00 0.00 -0.0886
C -1.5745 3.1949 2.8598 0.02 0.01 0.01 -0.1062
H -2.4371 2.5448 -3.3278 0.00 -0.04 0.00 0.0949
H -0.9017 3.0556 -2.6811 0.00 0.02 0.03 0.0992
H -2.0393 1.4078 -0.6537 -0.01 0.07 0.01 0.0431
H -3.4071 2.3653 -1.1814 0.00 0.03 -0.02 0.0725
H -2.6903 4.8570 -2.6753 0.01 -0.03 0.00 0.0868
H -3.4427 7.0394 -3.5016 -0.01 0.02 0.00 0.0952
H -3.4987 8.9982 -1.9846 0.00 0.00 0.00 0.0903
H -2.7993 8.7358 0.3783 0.00 0.00 0.00 0.0926
H -2.0607 6.5460 1.2088 -0.01 -0.01 0.00 0.0974
H 0.4195 1.6869 -0.5284 -0.03 -0.02 0.00 0.0885
H 2.8409 1.5736 -0.1935 0.02 -0.04 -0.02 0.0999
H 4.0972 3.5551 0.5995 0.01 0.00 0.00 0.0936
H 2.8930 5.6653 1.0801 0.00 0.00 0.00 0.0895
H 0.4547 5.7853 0.7810 0.00 -0.01 0.00 0.0877
H -4.3569 4.3361 1.3141 0.01 0.00 -0.02 0.0989
H -5.2567 4.0777 3.5840 0.00 0.00 0.01 0.0919
H -3.8051 3.2456 5.4096 0.00 0.00 0.00 0.0921
H -1.4451 2.6684 4.9342 0.00 -0.01 0.00 0.1007
H -0.5413 2.9302 2.6649 0.00 0.02 0.00 0.0915
```
Forces are in eV/Å.


This record from the OMol25 dataset describes the ion C3H5N3O6P with charge +1. The level of theory is the ωB97M-V functional and the def2-TZVPD basis.

Calculated values
- Lowest unoccupied orbital energy: -4.9 eV
- Structure (SMILES): O=C=[NH+]C(=O)NC(=O)N=P(O)(O)O
- Energy relative to the best compared isomer or geometry (same formula, charge and spin): 255.3 kJ/mol
- Total charge: +1
- Spin multiplicity: 1
- Kohn-Sham gap: 9.62 eV

XYZ file:
```
18
Properties=species:S:1:pos:R:3:forces:R:3:nbo_charge:R:1
O 1.2127 2.8879 -0.1160 0.03 0.00 0.83 -0.3146
C 1.8992 1.9826 -0.1119 -1.03 0.91 -1.42 1.0402
N 2.7487 1.1290 -0.3892 1.03 -3.46 0.69 -0.7198
C 3.0369 -0.3800 0.1368 0.82 -0.71 2.23 0.8356
O 4.1453 -0.6156 0.5008 -0.57 1.08 -1.01 -0.4662
N 2.0104 -1.1962 0.1557 -2.69 1.10 -1.29 -0.6507
C 0.5377 -1.0422 -0.0737 2.14 -0.11 0.50 0.7884
O -0.0259 -2.0496 -0.4304 -0.22 -0.65 -0.38 -0.6307
N 0.1458 0.1386 0.3069 -2.30 2.48 0.28 -1.0793
P -1.4929 0.4040 0.1756 1.90 -1.46 -1.58 2.5107
O -1.7479 0.8906 -1.3135 0.65 -0.70 1.34 -0.9628
O -2.0728 1.3989 1.2393 -0.41 -1.17 0.05 -0.9505
O -2.2030 -0.9629 0.2580 -0.99 -0.13 0.48 -1.0101
H 3.4413 1.1094 -1.1141 0.34 1.50 -0.64 0.4960
H 2.1036 -2.1136 0.4830 1.24 -1.59 0.41 0.4492
H -2.1369 1.7260 -1.4866 -0.75 1.41 -0.29 0.5348
H -2.6388 0.9114 1.9002 0.60 0.75 -0.60 0.5578
H -1.7344 -1.7406 -0.1732 0.21 0.74 0.40 0.5721
```
Forces are in eV/Å.


This record from the OMol25 dataset describes a cluster of 9 separate species, C21H34F18N3O21S6 in total. The level of theory is the ωB97M-V functional and the def2-TZVPD basis.

Calculated values
- Lowest unoccupied orbital energy: 2.8 eV
- Total charge: -3
- Spin multiplicity: 1
- Kohn-Sham gap: 6.73 eV

XYZ file:
```
103
Properties=species:S:1:pos:R:3:forces:R:3:lowdin_charge:R:1
C 12.6801 10.6288 7.2246 1.89 0.22 0.71 0.0379
C 12.2338 11.4749 8.3106 -1.79 -0.52 1.89 -0.4321
O 12.1691 11.2557 9.5027 0.59 0.64 -2.15 0.1195
N 11.7316 12.8000 7.8399 1.58 1.01 -0.39 0.0977
H 11.4630 13.0249 6.8512 0.10 -0.83 0.71 0.1711
H 10.9465 12.9898 8.4067 -1.66 0.19 0.56 0.0972
C 12.7953 13.7935 8.2919 -1.20 0.63 0.35 0.0109
H 13.2110 11.3048 6.5709 0.11 -0.23 -0.86 0.0836
H 11.8603 10.0984 6.8332 -1.17 -0.33 -0.84 0.0906
H 13.3871 9.9238 7.6307 0.27 -0.33 0.04 0.1056
H 12.2437 14.3797 9.0323 0.77 -0.05 0.16 0.0827
H 13.0167 14.4812 7.4973 0.35 -0.09 -0.38 0.0910
H 13.6426 13.2477 8.6638 0.40 0.18 0.04 0.0814
C 11.5553 19.4560 10.3111 0.10 -1.66 0.70 0.0330
C 12.4577 20.2551 11.1730 0.64 0.65 0.71 -0.4035
O 12.2934 21.3115 11.6992 -0.74 -0.19 -0.56 0.1692
N 13.7370 19.5929 11.5328 -0.90 -2.57 -1.06 0.0931
H 14.4079 20.2545 11.8596 1.18 1.71 0.06 0.0671
H 13.5134 19.0094 12.3552 -0.13 -0.39 0.10 0.1313
C 14.2658 18.6554 10.4444 2.45 0.68 2.72 0.0414
H 12.0234 18.7790 9.5822 -0.24 1.01 -0.16 0.0884
H 10.7951 20.0746 9.9314 -0.83 0.70 -0.73 0.0820
H 11.0645 18.6960 10.9556 0.12 0.49 0.14 0.1260
H 13.4599 18.0256 10.2677 -0.87 -1.21 -0.97 0.0455
H 15.0343 18.0441 10.9975 -0.54 0.63 -0.92 0.1287
H 14.7255 19.2092 9.6117 -0.57 -0.27 0.36 0.1207
C 11.5965 11.0364 12.5763 0.27 1.69 0.40 0.0295
C 11.1665 12.5257 13.0023 -2.27 -1.19 -0.34 -0.3461
C 9.5152 12.7471 13.0606 2.40 0.18 0.01 -0.0510
C 8.9267 11.7844 14.0671 -1.57 1.24 1.10 -0.1665
C 9.4070 12.2040 15.4734 -0.24 1.22 -0.21 -0.1169
C 10.9540 12.2284 15.6363 -1.36 -0.90 1.16 -0.3850
N 11.5969 12.8791 14.3792 -4.25 -4.66 0.84 -0.0376
O 12.3740 13.6498 14.6246 4.50 4.19 -0.09 0.2150
C 11.6921 10.8722 15.8756 -0.71 0.74 -0.98 0.0204
C 11.2870 13.1716 16.8126 1.25 0.43 -2.76 -0.0136
C 11.7649 13.5479 12.1131 -0.94 0.09 -1.49 -0.0220
H 11.0347 10.1966 12.9639 -0.29 0.20 0.17 0.0671
H 12.6518 10.8983 12.8153 0.05 -0.02 0.13 0.0974
H 11.5482 11.0593 11.4959 -0.27 -0.10 -0.07 0.0436
H 9.2320 12.6538 12.0206 -0.28 -0.41 -0.09 0.0757
H 9.4183 13.8237 13.3097 -0.27 -0.57 0.22 0.1251
H 9.2205 10.7930 13.8926 0.73 -1.44 -0.47 0.0792
H 7.7991 11.6752 14.0470 1.11 0.71 -0.06 0.1382
H 8.9111 11.6787 16.2945 0.50 -0.57 -0.14 0.1215
H 9.0962 13.2610 15.7096 0.13 -0.74 -0.69 0.1313
H 11.2804 10.3823 16.7566 0.02 0.10 0.00 0.0982
H 12.6930 11.2346 16.0790 0.51 -0.79 -0.02 0.0869
H 11.6339 10.1761 15.0182 0.21 0.39 0.60 0.0794
H 12.3508 13.1469 16.8954 0.91 0.05 0.42 0.0760
H 10.9167 12.9353 17.7651 -1.18 -0.42 0.90 0.0863
H 11.1169 14.1750 16.4193 -0.53 0.25 0.82 0.0874
H 12.8130 13.4506 12.1130 1.48 0.33 0.11 0.0923
H 11.4033 14.5338 12.3675 0.32 0.36 0.26 0.0797
H 11.4654 13.3820 11.0675 -0.18 -0.30 0.44 0.0898
C 11.2469 18.4597 15.1389 -1.02 0.76 -1.97 -0.6570
F 10.2964 18.8810 14.2169 0.92 -0.18 0.29 0.0589
F 12.2105 19.3935 15.1649 -0.54 -0.16 0.56 0.1190
F 10.5765 18.4230 16.2628 0.21 -0.18 1.29 0.1487
S 11.9805 16.8947 14.5319 -0.13 0.50 -1.62 0.5229
O 12.7778 16.4195 15.6357 0.05 -0.02 -0.25 -0.3029
O 10.8589 16.0202 14.1451 1.07 0.83 0.45 -0.3382
O 12.6979 17.5290 13.3863 -0.56 -1.37 0.99 -0.3542
C 17.9621 22.0684 12.2407 -2.51 0.76 0.06 -0.6810
F 18.7295 21.2575 12.8992 0.62 -2.34 0.17 0.1525
F 18.4364 23.2368 12.6071 0.41 2.15 -0.77 0.1168
F 18.0547 21.8727 10.9068 0.51 0.13 0.45 0.1044
S 16.1027 22.0135 12.7892 0.64 -0.57 1.25 0.4542
O 15.8119 23.2719 13.4084 0.68 0.55 0.33 -0.3073
O 15.2602 21.7618 11.6621 -0.42 -0.02 -2.59 -0.3397
O 16.1415 20.8385 13.6160 0.26 -0.58 1.03 -0.3292
C 17.8627 12.9149 7.1382 -0.90 0.12 1.03 -0.6167
F 18.8209 13.8478 7.2945 -0.04 -0.37 -0.23 0.0952
F 18.1263 12.1750 6.0430 0.54 0.02 0.70 0.0900
F 17.9383 12.1120 8.2604 0.02 0.37 -1.10 0.0622
S 16.1587 13.6659 6.8323 2.74 -1.92 -2.16 0.4147
O 15.7535 14.4670 7.9054 -1.00 1.41 2.94 -0.2995
O 16.5834 14.4315 5.6881 -0.73 0.00 -0.94 -0.3232
O 15.4372 12.4189 6.6423 -0.73 0.33 -0.21 -0.3358
C 8.1892 15.3659 6.7750 1.09 0.25 -1.02 -0.6895
F 7.5758 16.0049 7.7458 -0.42 1.54 0.45 0.1381
F 7.9575 14.1048 7.0383 0.33 -1.62 -0.01 0.1327
F 7.6044 15.6189 5.5755 -0.44 0.37 0.26 0.0817
S 10.0358 15.7355 6.5227 -2.56 3.57 2.24 0.4706
O 10.0524 17.1071 5.9606 0.29 -2.33 0.65 -0.3423
O 10.5708 15.6013 7.8710 0.28 0.27 -0.04 -0.3453
O 10.3045 14.6233 5.7059 1.58 -2.22 -2.38 -0.3064
C 8.7777 9.4517 9.7160 -1.68 1.84 -0.59 -0.6137
F 9.6901 9.3362 10.6730 0.15 -0.04 -0.04 0.1273
F 9.0246 8.5783 8.7432 0.36 -0.03 0.03 0.1207
F 7.5679 9.1149 10.2308 0.40 -0.06 0.23 0.0801
S 8.6231 11.2937 8.9641 0.50 -0.40 -0.13 0.5597
O 9.6885 11.2005 7.9745 -0.09 -0.18 -0.38 -0.3475
O 7.2886 11.3754 8.3628 1.42 -0.12 1.61 -0.3158
O 9.0370 12.2156 10.0526 -1.24 -1.22 -1.02 -0.3494
C 11.7936 6.2869 16.6103 1.10 2.39 0.09 -0.6447
F 12.1782 7.3754 17.3798 -0.07 -0.71 0.30 0.0395
F 10.5090 6.1290 16.8514 -0.68 -0.68 0.19 0.1291
F 11.9159 6.7978 15.3749 -0.30 -0.57 -0.71 0.0868
S 12.9361 4.8582 16.8883 0.24 -0.73 -0.32 0.4068
O 13.3264 4.9995 18.2598 0.48 0.61 0.80 -0.3369
O 12.1095 3.6986 16.6875 -0.66 -0.40 -0.63 -0.3452
O 13.9496 5.0903 15.8815 -0.13 0.11 0.32 -0.3324
```
Forces are in eV/Å.


This record from the OMol25 dataset describes an isolated molecule of C4H4N2O. The level of theory is the ωB97M-V functional and the def2-TZVPD basis.

Calculated values
- Lowest unoccupied orbital energy: -0.2 eV
- Structure (SMILES): N#C/C=C/NC=O
- Energy relative to the best compared isomer or geometry (same formula, charge and spin): 206.3 kJ/mol
- Spin multiplicity: 1
- Kohn-Sham gap: 9.97 eV

XYZ file:
```
11
Properties=species:S:1:pos:R:3:forces:R:3:nbo_charge:R:1
N 0.7548 -2.7105 2.9875 0.00 0.09 -0.44 -0.2827
C 0.7718 -1.9020 2.1654 -0.10 -0.89 1.47 0.2386
C 0.8147 -0.8075 1.3027 1.00 1.61 -3.38 -0.3706
C -0.2507 -0.4993 0.5315 0.51 -1.59 0.04 0.0831
N -0.6368 0.4736 -0.4413 -1.59 -2.18 3.82 -0.6307
C -0.2339 1.0997 -1.5401 5.03 -1.25 -0.10 0.5672
O -0.8336 1.8862 -2.1827 -0.98 0.83 -0.87 -0.5465
H 1.8079 -0.4606 0.9680 -0.42 0.30 0.91 0.2480
H -1.0406 -1.2513 0.6878 -0.28 0.93 0.01 0.2041
H -1.5822 0.5184 -0.1221 -1.13 1.24 -1.10 0.4080
H 0.9129 0.7488 -1.6942 -2.02 0.91 -0.37 0.0816
```
Forces are in eV/Å.


| no. | calculated total energy (eV) |
| --- | --- |
| 1 | -133704.53153 |
| 2 | -29230.96489 |
| 3 | -183723.07606 |
| 4 | -9238.34940 |